No. 1
Density functional theory data (wB97M-V/def2-TZVPD) for a molecular structure, C42H32F6N3O8PV in a non-equilibrium geometry.

Last column: Löwdin charge in e.
Geometry (Å):
C 0.835 2.737 -0.952  -0.3116
H 2.881 -1.888 -0.277  0.0870
C -2.178 0.017 4.825  0.0772
C 1.417 2.673 -2.363  -0.1525
H 1.674 5.228 2.913  0.1041
H -1.149 -5.876 -2.382  0.1047
C 0.871 -1.329 -2.152  -0.3552
H -1.750 -2.544 2.029  0.1091
O -1.230 3.807 -1.342  0.1038
C 3.327 2.160 -3.751  -0.0802
H 4.583 -1.269 1.135  0.1065
N 2.105 -1.586 0.292  -0.1082
C 2.118 -1.743 -4.178  -0.0841
C -0.416 -4.053 -1.533  -0.0992
H -4.309 -2.423 1.328  0.0961
C 4.194 -0.165 2.935  -0.0762
C 3.207 0.385 3.749  -0.0696
C 0.350 -5.603 0.641  -0.0846
H 2.690 7.062 -0.823  0.0970
C -1.885 -1.848 2.848  -0.0992
C -1.761 0.341 3.560  -0.1789
H 5.239 -0.083 3.207  0.1056
C 0.765 3.190 -3.475  -0.0267
C 2.261 6.277 1.127  -0.0991
H 1.871 5.080 -2.016  0.1136
F -5.025 -2.842 -1.644  0.1616
F -5.705 -0.256 -1.510  0.1514
C -2.971 -1.732 6.503  -0.6974
C 0.225 -3.451 -0.454  -0.3395
O -3.335 -2.921 6.588  -0.0455
C 2.680 2.697 -4.858  -0.1028
F -3.095 -2.259 -2.421  0.1616
C -3.791 -2.453 -1.298  -0.5672
F -3.215 -3.478 -0.654  0.1548
O -1.338 1.657 -0.791  -0.1495
V -1.430 0.349 0.680  1.0516
C 1.743 5.198 1.832  -0.0695
C -2.470 -1.316 5.114  -0.0780
H -0.560 0.240 -4.791  0.1105
H 0.856 3.271 1.732  0.0974
C 1.399 3.207 -4.715  -0.0827
H -0.462 -7.264 -0.449  0.0994
H 3.441 0.901 4.669  0.1017
H -5.706 -1.624 0.585  0.1017
C -0.689 2.775 -1.014  -0.5363
H 2.953 -2.210 -4.684  0.0996
H 3.208 1.748 -1.648  0.1190
C 1.938 -1.933 -2.820  -0.0959
F -4.468 1.048 -0.304  0.1629
C 2.479 -0.895 1.444  -0.3875
O 1.306 1.569 -0.285  -0.0251
H 3.170 2.711 -5.824  0.0945
O -2.943 -0.819 7.350  -0.0367
H -0.731 -3.456 -2.381  0.1027
H 1.077 -3.775 1.494  0.1006
C 1.343 4.008 -0.236  -0.1082
C -0.273 -6.198 -0.447  -0.0896
H 1.021 1.593 0.639  0.0471
H 4.326 1.752 -3.849  0.0983
N 1.531 -0.374 2.206  0.1112
H -0.849 -0.056 -2.363  0.0869
H -4.556 -0.691 1.559  0.1023
H 1.099 0.648 3.942  0.1085
F -3.755 0.348 -2.213  0.1763
C 1.212 -0.961 -4.892  -0.0834
O -0.982 1.732 1.839  -0.1914
C 3.838 -0.819 1.780  -0.0243
H -0.227 3.610 -3.368  0.1158
C 2.702 2.154 -2.513  -0.0155
C -0.024 -0.545 -2.870  -0.0791
H 0.881 3.623 -5.571  0.0995
P 0.527 -1.645 -0.394  1.0867
C 1.901 0.244 3.338  -0.1150
N -1.649 -0.562 2.567  0.0038
C -4.656 -1.510 0.850  0.0314
C 0.594 -4.235 0.639  -0.0982
H -2.266 0.766 5.600  0.1336
C 0.144 -0.371 -4.242  -0.0647
C 2.301 6.223 -0.259  -0.0818
C -4.439 -0.007 -1.130  -0.5701
H 2.621 7.152 1.654  0.0947
H 1.351 -0.809 -5.955  0.1017
H -2.503 -3.289 4.329  0.1183
C 1.842 5.098 -0.933  -0.0141
H 2.623 -2.588 -2.290  0.1018
C -2.290 -2.253 4.105  0.0228
C 1.289 4.077 1.153  -0.0061
C -3.822 -1.217 -0.381  -0.3928
O -1.266 2.677 3.872  0.1272
C -0.660 -5.420 -1.531  -0.0808
C -1.336 1.729 3.145  -0.5102
H 0.644 -6.199 1.496  0.1017
O -2.492 -0.917 -0.070  -0.2812

Properties
Gap between HOMO and LUMO (spin up / spin down): 7.68 / 7.75 eV
2S+1: 3
Net charge: -1
LUMO energy (spin up / spin down): 1.9334 / 2.0086 eV
Electronic energy: -4270.769857 Ha

***

No. 2
Density functional theory data (wB97M-V/def2-TZVPD) for a single C5H9FO molecule in a non-equilibrium geometry.

Last column: Löwdin charge in e.
Geometry (Å):
H 2.083 -0.023 -1.352  0.1096
H 1.481 0.023 -2.988  0.0816
H -1.709 -1.289 1.034  0.0703
H -0.773 -2.410 -0.008  0.0865
F 1.045 1.511 0.269  0.0353
H -1.028 0.109 2.322  0.0636
H -0.640 1.813 2.002  0.0839
C -0.238 0.794 2.011  -0.0152
C 1.243 0.303 -1.989  -0.0895
C -1.243 -1.420 0.047  -0.0105
H 0.630 0.805 2.681  0.0821
C -0.221 -0.365 -0.336  -0.3060
O 0.067 -0.368 -1.651  -0.0670
C 0.234 0.520 0.592  -0.3042
H 1.116 1.383 -1.938  0.0951
H -2.045 -1.384 -0.696  0.0847

Properties
Gap between HOMO and LUMO: 9.24 eV
LUMO energy: 1.0620 eV
SMILES string: CO/C(C)=C(/C)F
Electronic energy: -370.968565 Ha

***

No. 3
Density functional theory data (wB97M-V/def2-TZVPD) for a molecular structure, C12H24CrN3O4P2.

Last column: Löwdin charge in e.
Geometry (Å):
H -1.520 1.172 2.801  0.0662
H -2.635 -0.708 -0.434  -0.0346
C 2.130 3.376 1.108  -0.2859
P 0.741 2.174 1.046  0.8598
P -0.238 -0.754 2.209  0.8146
C 0.196 -0.233 -4.516  0.0001
Cr 0.023 -0.275 -0.248  0.4004
H -0.537 3.728 -0.244  0.0289
H -1.504 -2.788 2.376  0.0433
H 2.064 -0.922 2.901  0.0379
C 0.663 0.955 -4.921  -0.0845
H 2.286 3.723 0.086  0.0208
H 3.033 2.866 1.444  0.0330
C 0.786 1.764 -2.649  -0.5003
H -0.043 -1.019 -5.216  0.0996
H 0.825 1.196 -5.965  0.1132
H 1.311 -2.500 2.764  0.0375
H -2.526 0.622 0.716  -0.0586
H -0.678 4.136 1.494  0.0351
N 0.966 1.950 -4.037  -0.0685
O 2.103 -1.008 -0.171  -0.2541
C 0.533 1.865 2.871  -0.4288
H 2.439 3.441 -4.037  0.0883
C -2.070 0.204 -0.195  -0.2859
H -2.558 -1.371 2.325  0.0320
H 1.928 4.228 1.764  0.0323
C 1.159 -1.486 3.135  -0.2685
H -1.596 2.768 0.790  0.0175
H 0.789 4.035 -4.179  0.0870
H 0.996 -1.502 4.215  0.0388
O 2.398 -3.096 -0.266  -0.1063
O -0.391 -1.521 -2.618  -0.0086
N 1.609 -2.185 -0.113  -0.3412
C -1.648 -1.779 2.765  -0.2632
H 1.500 1.510 3.241  0.0661
C 1.465 3.234 -4.480  -0.0463
N 0.341 0.568 -2.234  0.0894
C 0.032 -0.463 -3.086  -0.5222
O 1.057 2.724 -1.922  -0.0245
H -2.276 0.920 -1.001  -0.0342
H -0.631 0.588 4.209  0.0754
C -0.659 3.325 0.761  -0.2709
C -0.546 0.807 3.140  -0.4165
H -1.745 -1.815 3.853  0.0369
H 1.554 3.220 -5.565  0.0770
H 0.302 2.791 3.408  0.0722

Properties
Gap between HOMO and LUMO (spin up / spin down): 6.26 / 7.64 eV
2S+1: 5
Net charge: -1
LUMO energy (spin up / spin down): 3.0031 / 3.0062 eV
Electronic energy: -2664.104837 Ha

***

No. 4
Density functional theory data (wB97M-V/def2-TZVPD) for 2 unconnected molecules or ions with the total composition C27H34N3O2 in a non-equilibrium geometry.

Last column: Löwdin charge in e.
Geometry (Å):
H 2.923 3.944 2.078  0.1243
H -10.878 -1.339 -0.938  0.1113
H -0.476 -4.697 -0.054  0.0793
C 5.574 3.571 -0.905  0.0221
H 3.046 -1.104 -1.963  0.0814
C -5.257 -1.050 1.251  -0.2665
C 0.821 -3.063 0.222  -0.4322
C -1.790 -2.441 1.221  -0.0141
H 0.820 -4.674 -1.214  0.0802
C 5.995 0.617 -1.215  -0.1721
N 4.898 2.622 0.029  -0.2481
H -8.099 1.371 0.421  0.1264
C -1.093 -1.416 0.623  -0.2072
C 4.861 3.231 1.443  -0.0699
C 2.767 2.086 0.983  -0.1475
C 3.431 2.474 -0.319  -0.0888
H -1.311 -3.359 1.545  0.1203
C -8.929 -2.123 -0.856  -0.0465
H 1.688 2.230 0.952  0.1305
N 1.781 -3.566 0.896  0.1332
H -3.731 -3.135 1.887  0.1334
C 5.656 1.312 0.100  -0.1108
C 0.402 -1.598 0.366  -0.0999
C -5.294 0.836 -0.315  0.0826
H 4.305 0.880 -2.550  0.0940
C 4.863 0.064 -2.084  -0.2496
H 6.613 3.678 -0.600  0.1216
O -5.830 -1.581 2.177  0.1446
C -1.733 -0.255 0.266  0.0271
N -9.620 0.115 -0.237  0.0858
H 2.948 1.036 1.221  0.1015
H 3.287 1.753 -1.114  0.1101
H -9.232 -3.100 -1.210  0.1096
H 0.944 -1.146 1.208  0.1119
H 3.080 3.450 -0.656  0.1467
C -5.958 -0.185 0.221  -0.0919
H 5.066 4.530 -0.850  0.1124
H -6.819 -2.585 -0.688  0.1280
H 3.472 2.555 2.991  0.1249
H 0.669 -1.031 -0.536  0.1129
H -5.801 1.470 -1.037  0.1379
C -3.149 -2.337 1.444  0.0239
C -8.350 0.381 0.051  -0.0825
C 3.919 -0.884 -1.348  -0.0944
H 6.621 1.270 -1.828  0.1111
C -7.363 -0.566 -0.121  -0.1813
H 5.311 -0.479 -2.917  0.1189
C 3.452 2.995 1.996  -0.1294
H 2.151 -2.806 1.475  0.0413
C -3.759 -1.176 1.057  -0.0940
H 4.416 -1.827 -1.122  0.0907
H 5.634 2.762 2.046  0.1313
H 6.643 -0.222 -0.947  0.1328
H 5.073 4.293 1.357  0.1308
C -7.605 -1.851 -0.559  -0.0013
H 5.503 3.181 -1.917  0.1076
C -3.866 1.097 0.076  -0.3006
H -1.185 0.570 -0.183  0.1298
C -3.080 -0.124 0.473  -0.0885
H 6.602 1.556 0.585  0.1353
C 0.096 -4.035 -0.709  -0.0384
H 5.109 0.657 0.778  0.1328
H 3.554 -0.467 -0.406  0.0439
C -9.843 -1.105 -0.685  -0.1572
O -3.395 2.218 0.037  0.1063
H -0.549 -3.480 -1.392  0.0819

Properties
Gap between HOMO and LUMO: 8.46 eV
Net charge: +1
LUMO energy: -2.5858 eV
Electronic energy: -1363.729067 Ha